(1)
5
Properties=species:S:1:pos:R:3:nbo_charge:R:1 method="wB97M-V/def2-TZVPD" charge=+2 orbital_gap_ev=4.749 lumo_energy_ev=-13.83 largest_force_ev_per_a=3.276 homo_ha=-0.68264
Br -0.88964 1.42613 0.08276 -0.15
Cl 0.00042 -1.85546 0.04798 -0.20
P 0.67577 -0.05753 0.91825 0.77
Br 2.67529 0.46269 0.05404 0.07
Be -2.46184 0.02417 -1.10303 1.51

=====

(2)
13
Properties=species:S:1:pos:R:3:nbo_charge:R:1 method="wB97M-V/def2-TZVPD" charge=+2 orbital_gap_ev=14.651 lumo_energy_ev=-8.20 largest_force_ev_per_a=1.785 homo_ha=-0.83988
O 4.13200 -18.08900 -3.36300 -1.05
H 3.92600 -19.56000 -0.44700 0.56
H 0.78600 -19.09200 -3.36500 0.57
H 4.03400 -17.50000 -4.10500 0.57
O 3.47300 -18.88100 -0.98300 -1.05
O 1.50900 -18.68300 -2.81800 -1.06
O 3.47400 -20.73400 -3.01400 -1.05
Be 3.14400 -19.12800 -2.59700 1.71
H 3.85700 -18.02200 -0.61800 0.56
H 4.27700 -21.16200 -3.44200 0.57
H 1.23500 -17.81900 -2.45400 0.56
H 2.77300 -21.36100 -3.24400 0.56
H 5.06700 -18.40100 -3.33100 0.55

=====

(3)
6
Properties=species:S:1:pos:R:3:nbo_charge:R:1 method="wB97M-V/def2-TZVPD" charge=0 orbital_gap_ev="5.978 / 5.984" lumo_energy_ev="-3.41 / -3.41" largest_force_ev_per_a=1.963 homo_ha="-0.34512 / -0.34530"
Cl -1.84172 -0.69249 -2.11374 -0.59
N -0.44604 1.01165 1.00313 -1.07
Br 0.38755 -1.97202 1.49356 -0.02
H -0.46385 1.76936 0.26191 0.41
Br 2.09621 0.03324 -0.94383 -0.04
P 0.26785 -0.14974 0.29897 1.31

=====

(4)
7
Properties=species:S:1:pos:R:3:nbo_charge:R:1 method="wB97M-V/def2-TZVPD" charge=+1 orbital_gap_ev=9.042 lumo_energy_ev=-6.77 largest_force_ev_per_a=6.471 homo_ha=-0.58095
H 1.61135 0.60041 -1.30952 0.59
P -0.17352 -0.24239 -0.12046 1.78
O 0.70033 0.21340 -1.31360 -0.99
H 0.06250 1.02502 1.78906 0.55
Br -2.58487 0.32998 -0.14736 -0.02
O 0.40858 0.44150 1.20127 -0.96
Br -0.02437 -2.36792 -0.09938 0.06